Density functional theory data (wB97M-V/def2-TZVPD) for an isolated molecule of C3H6S3.

Geometry as XYZ:
```
12
Properties=species:S:1:pos:R:3:forces:R:3:nbo_charge:R:1
C -0.873149 -0.614730 0.243933 -0.5 0.1 4.8 -0.511
C 0.059380 0.455039 1.006944 -3.1 0.7 2.3 -0.555
C 1.662383 0.552140 -0.858077 3.4 -2.4 -2.6 -0.510
H -2.256242 -0.115504 -1.848503 -0.4 0.1 2.7 0.157
H -0.391771 -1.177478 -0.459916 1.2 -0.9 -2.2 0.216
H -0.917491 -1.450373 1.161159 -0.8 2.1 -2.3 0.233
H -0.709319 0.841681 1.858980 1.9 0.0 -2.1 0.239
H 0.899274 0.015953 1.615338 -1.0 0.3 -1.1 0.265
H 2.021600 0.628486 -2.064665 -1.2 0.4 3.5 0.257
S -2.569314 -0.046784 -0.395084 2.1 -0.6 -1.7 -0.069
S 0.768446 1.818299 -0.093371 -0.7 -2.4 0.4 0.347
S 2.306204 -0.906725 -0.166739 -1.0 2.6 -1.6 -0.069
```
Forces are in eV/Å.

The calculation puts the gap between HOMO and LUMO at 0.2911 Ha. The multiplicity is 1. The value obtained for the HOMO energy is -8.712 eV. The energy above the lowest of the compared OMol25 structures with the same formula, charge and spin is 290.31 kJ/mol. The SMILES is S=CSCCS. For the lowest unoccupied orbital energy, the calculation gives -0.029 Ha.

***

Density functional theory data (wB97M-V/def2-TZVPD) for a cluster of 2 separate species, C3H6Si in total.

Geometry as XYZ:
```
10
Properties=species:S:1:pos:R:3:forces:R:3:nbo_charge:R:1
C -2.515834 -0.266945 0.688420 1.1 1.0 -1.0 -0.379
C -1.743073 0.410817 0.063759 4.4 0.8 -1.4 -0.068
C 0.290052 0.879066 -0.728285 -2.4 0.2 2.4 -0.635
Si 1.422466 -0.424806 0.179346 -0.5 0.1 -1.2 0.833
H -3.247984 -0.818063 1.128300 -1.6 -1.1 1.0 0.219
H 0.469264 1.881411 -0.257151 -0.7 -0.8 -0.8 0.221
H 0.078542 0.916146 -1.806302 0.2 -0.2 0.7 0.235
H 0.574546 -1.144863 1.121753 0.3 0.2 0.6 -0.115
H 2.860666 -0.061865 0.421300 -0.7 0.7 0.7 -0.131
H 1.811351 -1.370901 -0.811138 -0.1 -1.0 -1.0 -0.182
```
Forces are in eV/Å.

The calculation puts the gap between HOMO and LUMO at 0.3503 Ha. The multiplicity is 1. The value obtained for the HOMO energy is -10.021 eV. The energy above the lowest of the compared OMol25 structures with the same formula, charge and spin is 378.04 kJ/mol. For the lowest unoccupied orbital energy, the calculation gives -0.018 Ha.

***

Density functional theory data (wB97M-V/def2-TZVPD) for an isolated molecule of C3H6Si.

Geometry as XYZ:
```
10
Properties=species:S:1:pos:R:3:forces:R:3:mulliken_spin:R:1
C -1.120759 0.320050 0.412170 -4.6 -0.1 -0.1 -0.036
C -0.404660 -0.896356 -0.018358 -3.6 -1.1 -1.7 0.817
C -0.112456 0.451790 -0.645440 0.6 -0.5 -1.4 0.190
Si 1.501307 -0.070890 0.128912 1.5 0.0 -0.4 0.903
H -2.318697 0.400485 0.127727 3.3 -0.3 0.6 0.017
H -0.952188 0.868311 1.323076 0.2 -0.3 0.5 0.012
H -0.748055 -1.797370 -0.616861 0.2 1.0 1.2 -0.013
H -0.420642 0.558137 -1.730805 0.9 -0.1 1.3 0.021
H 1.949780 0.620452 1.286467 0.6 1.1 0.6 0.057
H 2.304058 -0.471565 -0.979424 1.0 0.2 -0.7 0.032
```
Forces are in eV/Å.

The calculation puts the gap between HOMO and LUMO (alpha / beta) at 0.2183 / 0.2924 Ha. The multiplicity is 3. The value obtained for the HOMO energy (alpha / beta) is -4.872 / -10.263 eV. The energy above the lowest of the compared OMol25 structures with the same formula, charge and spin is 224.15 kJ/mol. For the lowest unoccupied orbital energy (alpha / beta), the calculation gives 0.039 / -0.085 Ha.

***

Density functional theory data (wB97M-V/def2-TZVPD) for a cluster of 2 separate species, C3H6Si in total.

Geometry as XYZ:
```
10
Properties=species:S:1:pos:R:3:forces:R:3:mulliken_spin:R:1
C -2.193928 0.336524 -0.152868 1.7 0.6 0.4 -0.006
C -0.711810 0.482451 -0.747249 -1.6 -1.4 1.2 0.034
C -0.933621 -0.428315 0.171987 0.0 2.4 -1.3 0.026
Si 2.373673 -0.142871 0.779073 1.0 0.1 2.2 1.738
H -2.642922 1.095029 0.538539 0.8 -0.6 -0.6 -0.001
H -2.918119 -0.240778 -0.671736 -0.7 -0.1 -0.8 0.002
H 0.011539 0.863642 -1.472429 -0.7 0.1 0.4 -0.013
H -0.482700 -1.145339 0.787835 0.3 -0.9 0.7 0.000
H 3.411822 0.869480 1.299138 -0.5 -0.2 -0.9 0.108
H 2.216561 -0.970867 2.096114 -0.4 0.1 -1.2 0.112
```
Forces are in eV/Å.

The calculation puts the gap between HOMO and LUMO (alpha / beta) at 0.3084 / 0.2772 Ha. The multiplicity is 3. The value obtained for the HOMO energy (alpha / beta) is -7.224 / -9.767 eV. The energy above the lowest of the compared OMol25 structures with the same formula, charge and spin is 195.01 kJ/mol. For the lowest unoccupied orbital energy (alpha / beta), the calculation gives 0.043 / -0.082 Ha.

***

Density functional theory data (wB97M-V/def2-TZVPD) for a cluster of 2 separate species, C3H7BO in total.

Geometry as XYZ:
```
12
Properties=species:S:1:pos:R:3:forces:R:3:nbo_charge:R:1
B 0.490278 -0.481985 -0.541827 0.0 2.9 0.1 0.969
C -1.375659 -1.187069 1.044514 2.0 1.6 -1.0 -0.267
C -0.406407 -1.521286 0.164320 -1.2 -0.6 0.3 -0.651
C 0.460506 2.041779 0.008086 1.8 -4.2 0.8 -0.824
O 1.246009 -0.803632 -1.591965 2.0 1.0 -1.5 -0.932
H -1.951709 -1.861902 1.612514 -0.8 -0.8 0.2 0.195
H -1.474134 -0.109124 1.244304 -0.1 -0.6 0.2 0.199
H -0.338726 -2.589497 -0.142403 0.3 0.7 0.3 0.223
H -0.215674 2.066818 0.805189 -1.2 0.2 0.9 0.180
H 0.172658 2.441534 -0.898253 -0.5 0.9 -1.7 0.182
H 1.477424 2.199696 0.376663 -0.2 0.1 -0.5 0.191
H 1.915434 -0.195331 -2.081142 -2.2 -1.3 1.8 0.535
```
Forces are in eV/Å.

The calculation puts the gap between HOMO and LUMO at 0.3094 Ha. The multiplicity is 1. The value obtained for the HOMO energy is -7.879 eV. The energy above the lowest of the compared OMol25 structures with the same formula, charge and spin is 208.24 kJ/mol. For the lowest unoccupied orbital energy, the calculation gives 0.020 Ha.

***

Density functional theory data (wB97M-V/def2-TZVPD) for an isolated molecule of C3H7BO2S.

Geometry as XYZ:
```
14
Properties=species:S:1:pos:R:3:forces:R:3:nbo_charge:R:1
B -1.686686 -0.115096 0.000744 1.0 1.5 -0.2 0.891
C 0.240937 -1.303658 0.265485 0.2 -1.4 0.1 -0.094
C 0.595594 0.152631 0.438250 -1.7 0.5 -3.3 0.074
C 1.751633 0.646783 -0.495489 -1.0 1.2 1.0 -0.655
O -1.182085 -1.380554 0.020425 0.2 -0.2 0.3 -0.691
O -0.724288 0.888654 0.138303 0.6 -1.6 -0.3 -0.711
S -3.438549 0.267772 -0.313134 -0.2 -3.5 -0.9 -0.210
H 0.784430 -1.615080 -0.665769 -0.6 -0.5 1.0 0.185
H 0.470600 -1.964412 1.188781 -0.2 1.0 -1.7 0.201
H 0.645043 0.468476 1.404414 1.2 0.5 2.8 0.188
H 2.428819 1.103067 0.229107 0.3 0.4 -0.6 0.219
H 1.293405 1.430341 -1.150239 0.6 -0.5 0.5 0.245
H 2.345161 -0.035498 -1.120647 -0.7 -0.3 0.4 0.222
H -3.524013 1.456580 0.059772 0.3 2.9 0.9 0.136
```
Forces are in eV/Å.

The calculation puts the gap between HOMO and LUMO at 0.3762 Ha. The multiplicity is 1. The value obtained for the HOMO energy is -9.632 eV. The energy above the lowest of the compared OMol25 structures with the same formula, charge and spin is 17.78 kJ/mol. The SMILES is C[C@@H]1COB(S)O1. For the lowest unoccupied orbital energy, the calculation gives 0.022 Ha.

***

Number 1: molecular weight 138.28 g mol⁻¹. Number 2: molecular weight 70.17 g mol⁻¹. Number 3: molecular weight 70.17 g mol⁻¹. Number 4: molecular weight 70.17 g mol⁻¹. Number 5: molecular weight 69.90 g mol⁻¹. Number 6: molecular weight 117.97 g mol⁻¹.